Computed, not measured: an isolated ion of composition C11H23Cl2N4O4S and charge +1 at a distorted geometry, with ωB97M-V with the def2-TZVPD basis set.

The value obtained for the HOMO-LUMO gap is 8.4366 eV. Its spin multiplicity is 1. The net charge is +1. The highest occupied orbital energy is -12.983 eV.

Geometry as XYZ:
```
45
C11H23Cl2N4O4S (ωB97M-V with the def2-TZVPD basis set)
C 0.6487 4.0312 2.0948
C -0.6693 3.8362 1.2861
C -1.8284 3.3019 2.1425
O -2.4569 4.0600 2.7594
O -2.1630 1.9650 2.2654
C -1.3333 1.0756 1.5296
C -1.8546 -0.3737 1.6300
N -0.8270 -1.3973 1.3175
C -0.3232 -1.2629 0.0036
N -1.1987 -1.5853 -1.0826
S -0.8892 -3.2470 -1.5452
C -2.4181 -4.2028 -1.5656
O 0.0118 -3.8502 -0.6056
O -0.3755 -3.1968 -2.8730
N 0.8699 -0.8937 -0.2407
C 1.7898 -0.6068 0.9001
N 2.4451 -1.8157 1.3603
C 1.4216 -0.7779 -1.5981
Cl 2.8047 -1.9219 -1.7769
C 1.9242 0.7124 -1.9168
C 1.6225 1.0254 -3.4134
Cl 3.7400 0.7976 -1.7835
H 1.3073 4.6896 1.5050
H 1.1674 3.0744 2.2695
H 0.4557 4.5404 3.0527
H -0.4550 3.2553 0.3741
H -0.9863 4.8333 0.9439
H -1.3343 1.3531 0.4548
H -0.2924 1.1895 1.8815
H -2.7581 -0.4364 0.9842
H -2.2181 -0.5062 2.6628
H -1.3086 -2.2997 1.3196
H -2.1571 -1.6179 -0.7189
H -2.6874 -4.3866 -2.6184
H -3.2820 -3.7094 -1.0897
H -2.2907 -5.1936 -1.1016
H 1.2552 -0.1590 1.7502
H 2.5820 0.1009 0.6131
H 1.7952 -2.4556 1.8042
H 3.2483 -1.6107 1.9413
H 0.7323 -1.0593 -2.4016
H 1.5022 1.4606 -1.2310
H 0.5736 1.3097 -3.5824
H 2.3244 1.8235 -3.6961
H 1.8856 0.1307 -4.0052
```